ORCA calculation (ωB97M-V/def2-TZVPD) on 3 unconnected molecules or ions with the total composition C17H33F2N2O9P.

```
64
Properties=species:S:1:pos:R:3
N 4.788 1.233 -2.400
C 3.822 2.317 -2.905
C 2.512 1.482 -3.525
C 1.314 2.482 -4.012
C 0.092 2.710 -2.955
N -0.336 4.156 -2.752
C 0.752 4.869 -1.924
O 0.451 5.347 -0.696
F 2.147 5.077 -2.387
C -0.506 4.918 -4.037
O -0.935 4.461 -5.213
F -0.193 6.395 -3.986
C 0.198 2.191 -1.405
O 1.214 1.855 -0.614
O -1.222 2.219 -0.915
C -2.258 2.384 -1.986
C -1.340 1.917 -3.304
P -1.373 0.011 -3.272
O -2.225 -0.434 -4.569
O 0.178 -0.764 -3.442
O -2.199 -0.692 -1.902
H 4.234 0.612 -1.737
H 5.491 1.694 -1.750
H 4.409 2.914 -3.743
H 3.544 2.967 -1.968
H 2.942 0.911 -4.481
H 2.218 0.690 -2.719
H 0.848 2.026 -5.012
H 1.852 3.486 -4.371
H -2.784 3.451 -2.066
H -3.207 1.710 -1.736
H -1.880 2.196 -4.308
H 0.309 -1.119 -4.392
H -1.652 -0.653 -1.065
C 0.629 -4.119 1.659
C 1.227 -3.295 0.533
O 0.776 -1.940 0.519
C 1.066 -1.164 1.680
C 2.551 -1.040 1.971
H -0.464 -4.110 1.604
H 0.976 -5.156 1.598
H 0.910 -3.731 2.642
H 0.923 -3.734 -0.424
H 2.321 -3.328 0.553
H 0.524 -1.563 2.544
H 0.658 -0.164 1.497
H 3.010 -2.011 2.174
H 2.716 -0.403 2.846
H 3.074 -0.603 1.113
C -3.451 -3.085 3.327
C -2.251 -3.441 4.186
O -1.605 -2.304 4.759
C -2.397 -1.495 5.626
C -2.933 -2.243 6.833
H -3.159 -2.402 2.523
H -3.882 -3.988 2.881
H -4.236 -2.592 3.906
H -1.505 -3.940 3.559
H -2.521 -4.156 4.970
H -3.207 -1.021 5.061
H -1.750 -0.683 5.973
H -3.598 -3.061 6.545
H -3.498 -1.566 7.482
H -2.110 -2.679 7.410
```

Properties
- Total charge: 0
- Energy: -54288.2650 eV
- Spin multiplicity: 1
- Largest force on an atom: 10.353 eV/A
- Orbital gap: 0.30221 Ha
- Structure (SMILES): NCCC[C@]1(N(C(=O)F)C(=O)F)C(=O)OC[C@@H]1P(=O)(O)O.CCOCC.CCOCC
- Relative energy (zero: lowest compared OMol25 entry of this formula, charge and spin): 119.6 kcal per mole

Results of the Mulliken charge analysis, in e, for atoms 1 through 6:
1. N -0.68
2. C -0.24
3. C -0.44
4. C -0.48
5. C 0.40
6. N 0.04

---

ORCA calculation (ωB97M-V/def2-TZVPD) on a molecular structure, C17H33FeI2IrO3PS2.

```
60
Properties=species:S:1:pos:R:3
I -1.561 0.242 2.212
I 5.010 -0.146 -0.877
Fe 2.568 -0.067 -0.534
Ir -0.357 0.092 -0.083
S 1.552 1.536 0.693
S 1.474 -1.150 1.040
C -1.136 1.344 -1.196
C 1.650 3.340 0.175
C 1.635 -3.049 1.241
C 3.135 3.682 0.123
C 0.997 3.628 -1.162
C 0.951 4.074 1.321
C 3.045 -3.306 1.763
C 1.406 -3.748 -0.088
C 0.641 -3.380 2.354
C 2.525 1.086 -2.135
C 2.513 -1.556 -1.810
O -1.690 2.090 -1.907
O 2.969 1.440 -3.149
O 2.877 -2.119 -2.757
H 3.644 3.117 -0.665
H 3.615 3.475 1.085
H 3.229 4.754 -0.096
H 1.209 2.829 -1.887
H 1.432 4.556 -1.562
H -0.084 3.766 -1.067
H -0.078 3.717 1.448
H 0.926 5.149 1.108
H 1.500 3.913 2.256
H 3.166 -4.388 1.918
H 3.194 -2.800 2.724
H 3.808 -2.962 1.057
H 0.932 -4.726 0.086
H 2.364 -3.930 -0.592
H 0.781 -3.159 -0.774
H 0.633 -4.463 2.528
H -0.379 -3.045 2.146
H 0.967 -2.884 3.277
C -4.078 -0.078 -2.099
C -3.579 -1.267 -1.277
P -1.769 -1.517 -0.967
C -1.906 -3.059 0.049
C -2.888 -4.158 -0.374
C -1.048 -1.781 -2.647
C -1.727 -2.815 -3.542
H -3.960 0.859 -1.545
H -5.150 -0.227 -2.285
H -3.582 0.017 -3.074
H -4.030 -1.217 -0.270
H -3.955 -2.197 -1.740
H -0.893 -3.491 0.121
H -2.157 -2.718 1.072
H -2.683 -4.543 -1.374
H -2.788 -4.990 0.330
H -3.933 -3.843 -0.319
H -1.072 -0.792 -3.142
H 0.024 -2.017 -2.522
H -2.780 -2.591 -3.739
H -1.223 -2.807 -4.515
H -1.648 -3.829 -3.144
```

Properties
- Total charge: +4
- ⟨S²⟩: 24.8142
- Energy: -108646.3611 eV
- Spin multiplicity: 10
- Largest force on an atom: 7.728 eV/A
- Orbital gap (alpha / beta): 0.30587 / 0.18320 Ha

Results of the Mulliken charge analysis, in e, for atoms 1 through 6:
1. I 0.50
2. I 0.50
3. Fe -0.34
4. Ir 1.19
5. S -0.13
6. S -0.26

---

ORCA calculation (ωB97M-V/def2-TZVPD) on a molecular structure, C17H33I2LaO6PS2Tl.

```
63
Properties=species:S:1:pos:R:3
I 0.043 2.171 -4.177
I 2.491 0.819 -4.428
Tl -0.943 -2.919 0.411
La 1.335 0.271 -1.447
S 0.243 -2.426 -2.137
S 1.571 -1.580 0.649
C -1.220 0.905 -0.521
C -0.808 -2.818 -3.579
C 2.085 -1.067 2.335
C -0.979 -4.341 -3.673
C -2.188 -2.204 -3.384
C -0.119 -2.248 -4.812
C 3.178 -2.047 2.754
C 0.919 -1.155 3.310
C 2.619 0.353 2.279
C -3.897 -3.899 0.015
C -2.517 -3.770 2.997
O -2.328 0.724 -0.931
O -4.943 -4.345 0.094
O -3.086 -4.131 3.918
H -1.560 -4.699 -2.811
H -0.009 -4.851 -3.706
H -1.545 -4.600 -4.579
H -2.666 -2.655 -2.508
H -2.794 -2.439 -4.271
H -2.141 -1.119 -3.235
H -0.149 -1.146 -4.833
H -0.609 -2.677 -5.697
H 0.938 -2.533 -4.829
H 3.552 -1.740 3.741
H 3.992 -2.049 2.020
H 2.778 -3.068 2.808
H 1.280 -0.823 4.292
H 0.544 -2.178 3.411
H 0.073 -0.529 3.008
H 2.991 0.613 3.277
H 1.816 1.054 2.025
H 3.400 0.453 1.517
C -3.871 1.575 3.462
C -3.283 1.162 2.140
O -2.163 2.055 1.860
P -0.727 1.593 1.280
O -0.050 3.028 0.895
C -0.520 4.372 1.251
C -1.217 4.974 0.069
O 2.665 1.687 -0.638
C 3.728 2.628 -0.624
C 4.944 2.137 -1.389
H -3.191 1.381 4.304
H -4.777 0.985 3.587
H -4.167 2.629 3.446
H -2.948 0.118 2.135
H -3.978 1.299 1.312
H -1.176 4.346 2.125
H 0.415 4.879 1.511
H -2.139 4.424 -0.125
H -1.488 6.006 0.284
H -0.592 4.947 -0.825
H 3.376 3.591 -1.045
H 4.001 2.814 0.427
H 5.283 1.151 -1.060
H 4.753 2.094 -2.464
H 5.773 2.818 -1.225
```

Properties
- Total charge: +4
- Energy: -83120.1202 eV
- Spin multiplicity: 1
- Largest force on an atom: 9.309 eV/A
- Orbital gap (alpha / beta): 0.19626 / 0.18273 Ha

Results of the Mulliken charge analysis, in e, for atoms 1 through 6:
1. I 0.12
2. I 0.03
3. Tl 1.11
4. La 1.91
5. S -0.34
6. S -0.44

---

ORCA calculation (ωB97M-V/def2-TZVPD) on a molecular structure, C17H33Li2O11P.

```
64
Properties=species:S:1:pos:R:3
Li 33.559 9.273 -5.058
Li 32.197 11.916 -4.671
P 31.367 9.816 -5.692
O 31.179 11.210 -6.214
O 30.003 9.154 -5.815
O 31.977 10.039 -4.316
O 32.357 9.160 -6.608
O 36.130 12.366 -3.979
C 34.989 11.931 -4.473
O 34.018 12.659 -4.380
O 34.882 10.783 -4.980
H 35.695 13.199 -3.782
C 35.547 5.618 -4.322
C 36.201 6.025 -5.580
C 36.017 7.548 -5.417
O 34.673 7.740 -4.903
C 34.241 6.515 -4.347
H 36.195 5.762 -3.458
H 35.265 4.567 -4.257
H 35.593 5.555 -6.353
H 37.222 5.645 -5.630
H 36.174 8.080 -6.355
H 36.752 7.912 -4.699
H 33.614 6.050 -5.107
H 33.745 6.608 -3.381
C 35.696 9.038 -9.144
C 34.894 8.806 -10.407
C 33.665 9.672 -10.354
O 33.613 10.210 -9.001
C 34.915 10.186 -8.464
H 36.717 9.258 -9.456
H 35.742 8.149 -8.515
H 34.526 7.782 -10.473
H 35.513 9.073 -11.263
H 32.684 9.242 -10.558
H 33.792 10.489 -11.064
H 34.871 9.994 -7.392
H 35.374 11.158 -8.643
C 29.790 7.320 -3.103
C 30.265 6.723 -1.802
C 30.710 5.343 -2.263
O 31.124 5.520 -3.604
C 30.786 6.799 -4.104
H 29.805 8.410 -3.092
H 28.785 6.942 -3.292
H 29.527 6.670 -1.001
H 31.083 7.289 -1.355
H 29.847 4.678 -2.297
H 31.478 4.914 -1.620
H 30.291 6.731 -5.073
H 31.639 7.477 -4.142
C 34.321 9.452 -1.847
C 34.862 8.472 -0.849
C 33.646 8.048 -0.016
O 32.768 9.165 -0.115
C 32.869 9.674 -1.450
H 34.424 9.105 -2.876
H 34.923 10.360 -1.881
H 35.610 9.007 -0.266
H 35.339 7.633 -1.356
H 33.877 7.820 1.024
H 33.185 7.159 -0.448
H 32.575 10.718 -1.561
H 32.206 9.148 -2.137
```

Properties
- Total charge: -2
- Energy: -50390.9255 eV
- Spin multiplicity: 1
- Largest force on an atom: 6.447 eV/A
- Orbital gap: 0.13399 Ha
- Relative energy (zero: lowest compared OMol25 entry of this formula, charge and spin): 20.4 kcal per mole

Results of the Mulliken charge analysis, in e, for atoms 1 through 6:
1. Li 0.81
2. Li 0.77
3. P 0.37
4. O -1.11
5. O -0.89
6. O -0.26

---

Which of these has the lowest energy?
C17H33FeI2IrO3PS2

---

What is the formula in the first record?
C17H33F2N2O9P

---

Look up the largest force on an atom of the fourth one.
6.447 eV/A